ORCA calculation (ωB97M-V/def2-TZVPD) on an isolated ion of composition C3H5O3S2 and charge -1 in a non-equilibrium geometry.

Last column: natural (NBO) charge in e.
CARTESIAN COORDINATES (ANGSTROEM)
C -1.405 -0.319 1.820  -0.43
C -0.469 0.334 1.132  -0.20
C 0.534 -0.296 0.329  -0.57
O -0.855 -0.910 -2.204  -0.99
O -0.368 1.475 -1.859  -0.99
O 1.440 -0.077 -2.453  -0.99
S 2.159 0.457 0.343  -0.14
S 0.115 0.108 -1.843  2.33
H -2.156 0.196 2.396  0.18
H -1.449 -1.398 1.823  0.18
H -0.426 1.414 1.157  0.21
H 0.583 -1.380 0.348  0.21
H 2.297 0.395 -0.990  0.19

Output
charge	-1
ΔE to the lowest compared entry with this formula, charge and spin	1.3920	eV
structure (SMILES)	C=C[C@H](S)S(=O)(=O)[O-]


ORCA calculation (ωB97M-V/def2-TZVPD) on C34H41Cl3NOP3W as an isolated structure in a non-equilibrium geometry.

Last column: Löwdin spin population.
CARTESIAN COORDINATES (ANGSTROEM)
P 1.558 1.404 -3.170  0.45
C 3.244 1.326 -2.667  0.06
C 4.140 0.650 -3.543  0.05
H 3.742 -0.082 -4.250  0.00
C 5.486 0.986 -3.520  -0.01
H 6.167 0.556 -4.263  0.00
C 5.971 1.885 -2.561  0.05
H 7.015 2.210 -2.597  0.00
C 5.122 2.385 -1.560  0.00
H 5.533 3.021 -0.772  0.00
C 3.757 2.107 -1.600  0.03
H 3.070 2.482 -0.840  0.00
C 0.655 -0.116 -3.101  0.05
C 1.284 -1.307 -2.649  0.05
H 2.210 -1.238 -2.072  0.00
C 0.768 -2.544 -3.020  0.00
H 1.278 -3.463 -2.710  0.00
C -0.357 -2.618 -3.851  0.07
H -0.689 -3.591 -4.227  0.00
C -1.035 -1.452 -4.227  -0.01
H -1.918 -1.515 -4.869  0.00
C -0.565 -0.205 -3.830  0.06
H -1.068 0.709 -4.158  0.00
C 0.651 2.883 -2.841  0.06
C 0.707 3.870 -3.863  0.03
H 1.423 3.730 -4.671  0.01
C -0.167 4.949 -3.819  0.00
H -0.167 5.691 -4.628  0.00
C -1.049 5.095 -2.743  0.01
H -1.750 5.936 -2.723  0.00
C -1.034 4.181 -1.675  0.00
H -1.703 4.334 -0.823  0.00
C -0.171 3.082 -1.707  0.02
H -0.072 2.406 -0.855  0.00
W 0.076 -0.447 3.179  0.71
C -1.690 -1.444 2.466  -0.01
C -2.019 -1.423 1.152  0.09
H -2.324 -2.039 3.140  0.00
C -1.074 -0.697 0.212  0.01
O -1.888 0.324 -0.414  0.00
H -1.346 0.903 -0.980  0.00
C -0.044 -0.154 1.113  0.00
H -0.665 -1.408 -0.526  0.00
C 1.103 0.187 1.660  0.01
Cl -0.592 -1.715 5.122  0.00
Cl 1.967 0.176 4.487  0.08
P 1.474 -2.524 2.719  0.01
C 2.447 -3.102 4.133  0.00
H 1.763 -3.432 4.922  0.00
H 3.060 -2.276 4.515  0.00
H 3.088 -3.929 3.802  0.00
C 0.502 -3.958 2.168  0.01
H 0.048 -3.749 1.190  0.00
H -0.297 -4.160 2.891  0.00
H 1.158 -4.836 2.083  0.00
C 2.726 -2.398 1.397  0.00
H 3.264 -1.446 1.479  0.00
H 2.241 -2.442 0.412  0.00
H 3.440 -3.230 1.487  0.00
P -3.568 -2.173 0.562  0.02
C -4.228 -3.233 1.838  0.00
C -3.218 -3.108 -0.921  0.00
H -4.450 -2.654 2.743  0.00
H -3.517 -4.031 2.087  0.00
H -5.158 -3.684 1.468  0.00
H -2.834 -2.460 -1.715  0.00
H -4.143 -3.582 -1.269  0.00
H -2.481 -3.891 -0.717  0.00
C -4.725 -0.870 0.172  0.01
H -4.885 -0.230 1.045  0.00
H -5.683 -1.308 -0.129  0.00
H -4.325 -0.256 -0.640  0.00
H 2.025 0.636 1.381  0.00
Cl -3.481 3.786 1.649  0.00
C -2.365 3.207 2.827  0.00
C -2.048 3.992 3.930  0.01
C -1.074 3.498 4.798  0.00
C -0.510 2.250 4.566  0.02
N -0.865 1.448 3.517  0.02
C -1.809 1.944 2.645  0.02
H -2.551 4.940 4.092  0.00
H -0.739 4.065 5.659  0.00
H 0.270 1.863 5.218  0.00
H -2.092 1.323 1.792  0.00

Output
charge	+2
total energy	-3921.38264	Eh
spin multiplicity	3


ORCA calculation (ωB97M-V/def2-TZVPD) on C52H53F9N6O9PS2Zr as an isolated structure in a non-equilibrium geometry.

Last column: Mulliken charge in e.
CARTESIAN COORDINATES (ANGSTROEM)
Zr -1.203 -0.360 0.643  -0.53
C -1.912 2.961 1.309  -1.46
C -1.592 2.736 -0.149  -0.12
N -0.482 1.765 -0.325  1.08
C 0.841 2.452 -0.330  -0.52
C 1.309 3.051 0.995  -1.16
S 1.359 1.851 2.334  -0.04
C 0.118 2.430 3.523  -0.89
C -1.328 1.895 3.418  -0.95
N -1.824 1.687 2.032  0.85
H -2.900 3.401 1.403  0.47
H -1.210 3.655 1.750  0.33
H -1.355 3.675 -0.641  0.74
H -2.468 2.331 -0.645  0.15
H -0.597 1.470 -1.298  -0.61
H 0.797 3.262 -1.063  0.73
H 1.579 1.741 -0.688  -0.76
H 0.686 3.891 1.299  0.57
H 2.319 3.434 0.862  0.60
H 0.151 3.518 3.495  0.60
H 0.512 2.123 4.489  0.51
H -1.968 2.628 3.911  0.74
H -1.431 0.967 3.950  0.23
H -2.762 1.336 2.143  -0.17
N 1.294 -0.947 0.599  1.31
C 1.497 -2.298 0.175  0.13
C 2.219 -3.228 0.856  -0.14
C 2.394 -4.523 0.315  -1.46
C 1.881 -4.843 -0.908  -1.34
C 1.141 -3.880 -1.639  1.16
C 0.624 -4.093 -2.936  -1.05
C -0.015 -3.072 -3.571  -1.40
C -0.192 -1.845 -2.902  -0.72
N 0.234 -1.607 -1.684  1.41
C 0.929 -2.611 -1.075  0.02
H 1.744 -0.754 1.474  0.58
H 1.712 -0.353 -0.129  -1.98
H 2.656 -2.979 1.822  0.58
H 2.970 -5.254 0.875  0.58
H 2.043 -5.826 -1.341  0.55
H 0.765 -5.055 -3.418  0.61
H -0.405 -3.185 -4.577  0.63
H -0.680 -1.025 -3.420  0.14
C -4.666 -2.429 2.435  -0.77
S -3.861 -0.870 2.581  1.65
O -2.942 -0.985 3.673  -0.71
O -4.805 0.209 2.647  -0.68
O -3.074 -0.716 1.227  -0.47
H -5.669 -2.320 2.846  0.53
H -4.076 -3.139 3.012  0.34
H -4.701 -2.727 1.384  0.02
O 0.663 -3.579 5.217  -0.67
C 0.080 -3.911 4.061  0.18
C -0.055 -5.271 3.754  -0.77
C -0.628 -5.665 2.563  -0.92
C -1.093 -4.723 1.638  -0.92
C -0.960 -3.397 1.950  0.46
C -0.380 -2.960 3.143  -0.12
C -0.208 -1.516 3.414  0.91
O 0.253 -1.075 4.447  -0.88
O -0.504 -0.717 2.392  1.58
H 0.629 -2.609 5.295  0.35
H 0.301 -5.995 4.480  0.48
H -0.726 -6.723 2.346  0.42
H -1.545 -5.032 0.700  0.56
H -1.342 -2.665 1.255  0.44
F 5.124 6.397 -2.493  -0.25
C 6.011 5.513 -1.989  0.82
F 6.348 5.928 -0.756  -0.28
F 7.110 5.567 -2.762  -0.25
C 5.425 4.129 -1.972  0.25
C 5.163 3.483 -0.775  -0.89
C 4.569 2.228 -0.796  -0.87
C 4.252 1.604 -2.003  0.86
C 4.548 2.257 -3.197  -0.11
C 5.129 3.518 -3.181  -1.23
P 3.411 -0.022 -1.853  1.75
C 2.765 -0.383 -3.517  0.47
C 1.913 0.571 -4.086  -0.90
C 1.160 0.272 -5.209  -1.22
C 1.244 -0.995 -5.771  0.43
C 2.068 -1.954 -5.215  -1.50
C 2.815 -1.654 -4.081  -0.30
C 0.349 -1.343 -6.924  0.64
F -0.902 -1.625 -6.472  -0.18
F 0.782 -2.422 -7.591  -0.29
F 0.235 -0.327 -7.791  -0.28
C 4.845 -1.132 -1.597  0.42
C 5.707 -1.568 -2.603  -0.17
C 6.743 -2.441 -2.310  -1.03
C 6.934 -2.872 -1.007  0.24
C 6.121 -2.409 0.016  -0.88
C 5.075 -1.545 -0.285  -0.53
C 8.048 -3.838 -0.704  0.80
F 8.235 -4.700 -1.719  -0.27
F 9.212 -3.194 -0.503  -0.25
F 7.784 -4.557 0.402  -0.26
H 5.416 3.959 0.164  0.54
H 4.355 1.724 0.146  0.46
H 4.334 1.786 -4.149  0.46
H 5.356 4.027 -4.113  0.43
H 1.816 1.554 -3.633  0.54
H 0.495 1.014 -5.637  0.52
H 2.116 -2.944 -5.654  0.32
H 3.411 -2.433 -3.621  0.59
H 5.580 -1.219 -3.622  0.52
H 7.405 -2.790 -3.095  0.45
H 6.299 -2.731 1.035  0.47
H 4.428 -1.189 0.513  0.25
C -3.648 -3.580 -3.354  -1.15
C -4.599 -2.929 -2.353  -1.26
C -4.293 -1.458 -2.063  2.21
C -5.428 -0.908 -1.118  -1.30
C -5.465 0.595 -0.818  -1.22
C -4.399 -0.626 -3.322  -0.61
O -5.276 -0.777 -4.135  -0.61
N -3.448 0.372 -3.469  0.34
C -2.424 0.663 -2.594  -0.84
O -1.644 1.563 -2.883  -0.68
N -2.266 -0.124 -1.467  0.96
C -2.952 -1.293 -1.380  -0.13
O -2.430 -2.163 -0.660  0.07
H -3.929 -4.622 -3.521  0.54
H -2.621 -3.565 -2.987  0.05
H -3.688 -3.070 -4.322  0.34
H -4.570 -3.468 -1.405  0.31
H -5.616 -2.972 -2.737  0.56
H -5.355 -1.461 -0.182  0.27
H -6.360 -1.190 -1.607  0.70
H -4.541 0.945 -0.371  -0.05
H -6.256 0.795 -0.093  0.52
H -5.673 1.182 -1.715  0.31
H -3.509 0.951 -4.291  0.36

Output
charge	+1
ΔE to the lowest compared entry with this formula, charge and spin	0.0000	eV


ORCA calculation (ωB97M-V/def2-TZVPD) on one molecule with the formula C4HClF2O in a non-equilibrium geometry.

Last column: Löwdin spin population.
CARTESIAN COORDINATES (ANGSTROEM)
C -0.299 0.483 0.106  0.07
C -2.847 -0.234 -0.081  0.53
C -1.560 0.009 -0.130  0.40
C 0.100 1.729 0.123  0.32
O -2.013 -1.312 0.409  0.34
F 1.336 2.215 0.053  0.08
F -0.784 2.690 -0.068  0.07
Cl -4.400 0.122 -0.002  0.19
H 0.371 -0.370 0.411  0.00

Output
total energy	-887.94865	Eh
spin multiplicity	3